A molecular structure, C42H49FeGe2N6O6S. Source: OMol25; level of theory: ωB97M-V with the def2-TZVPD basis set.

Computed properties:
Spin multiplicity   6
Charge   +2
Energy   -223809.353 eV
ΔE to the lowest compared entry with this formula, charge and spin   72.0 kJ/mol

Each line ends with the Mulliken spin population.
CARTESIAN COORDINATES (ANGSTROEM)
Fe -1.16081 0.96612 -0.64585  3.95
C 1.19906 -4.79257 -0.48850  0.02
C 1.07414 -3.31984 -0.90471  0.02
Ge -0.17411 -2.44789 0.30144  0.27
C -1.92590 -3.27363 0.37002  0.08
C -2.06418 -4.23502 1.55466  0.00
C 0.62656 -2.24437 2.05398  0.13
C 1.07347 -1.12922 2.61901  -0.13
Ge 1.07320 0.60021 1.66831  0.23
C -0.20007 2.00398 2.26990  0.16
C 0.46733 3.04093 3.18212  0.02
C 2.87073 1.37564 1.66862  0.06
C 3.65355 1.32846 2.98464  0.00
C 1.65162 -1.11487 3.98646  0.02
C 1.13446 -0.24814 4.94756  0.00
C 1.64814 -0.23390 6.23489  0.00
C 2.69703 -1.07982 6.56908  0.01
C 3.21647 -1.94860 5.61860  0.00
C 2.69319 -1.97217 4.33470  0.00
H 1.80482 -5.34142 -1.20962  0.00
H 0.22936 -5.29114 -0.44343  0.00
H 1.67794 -4.89601 0.48606  -0.01
H 0.70116 -3.23577 -1.92515  0.00
H 2.04345 -2.82233 -0.85674  0.01
H -2.05122 -3.79396 -0.58238  0.01
H -2.68292 -2.48994 0.40510  -0.01
H -1.29197 -5.00605 1.55451  0.00
H -3.02655 -4.74615 1.52105  0.00
H -2.00617 -3.70716 2.50704  0.00
H 0.65746 -3.16990 2.63630  0.01
H -1.04896 1.54151 2.76787  0.00
H -0.59810 2.52087 1.38950  -0.04
H 0.81006 2.59778 4.11565  0.00
H -0.24439 3.82693 3.44028  0.00
H 1.32903 3.51554 2.71399  0.00
H 2.74749 2.40912 1.34411  0.00
H 3.43726 0.87339 0.88271  0.00
H 3.12354 1.80659 3.80728  0.00
H 4.60285 1.85130 2.85756  0.00
H 3.87857 0.30898 3.29116  0.00
H 0.30225 0.40024 4.69350  0.00
H 1.23080 0.43290 6.97778  0.00
H 3.10573 -1.06571 7.57023  0.00
H 4.03231 -2.60969 5.87849  0.00
H 3.10816 -2.63847 3.58821  0.00
N -5.02441 1.10830 1.19052  0.00
C -4.52914 0.36335 2.24681  0.00
C -5.13704 -0.09562 3.40972  0.00
C -4.33936 -0.81114 4.27616  0.00
C -2.98873 -1.05931 3.98456  0.00
C -2.40248 -0.60209 2.82286  0.13
C -3.18945 0.12913 1.93757  -0.06
N -2.88481 0.72823 0.70170  0.03
C -4.01594 1.29403 0.32323  0.02
C -4.11468 2.03034 -0.92352  0.02
C -5.21867 2.45006 -1.59559  0.00
S -4.74543 3.15702 -3.06935  0.00
C -3.11985 2.84309 -2.69705  0.01
N -2.91531 2.26509 -1.54419  0.01
H -5.95875 1.47136 1.10181  0.00
H -6.17821 0.09826 3.62751  0.00
H -4.76130 -1.18881 5.19715  0.00
H -2.39421 -1.62623 4.68912  0.00
H -1.36791 -0.81160 2.61161  -0.16
H -6.25782 2.35164 -1.32884  0.00
H -2.33580 3.07572 -3.39530  0.00
O -1.26870 -1.01178 -1.50293  0.03
C -1.00791 -0.54567 -2.67404  -0.04
O -1.07901 0.68161 -2.87743  0.06
C -0.56649 -1.46889 -3.74998  0.00
C 0.28561 -0.97777 -4.73057  0.01
C 0.74188 -1.84051 -5.70410  0.00
C 0.36960 -3.17038 -5.76124  0.00
C -0.48246 -3.61579 -4.76905  0.00
C -0.95883 -2.79942 -3.76279  0.00
N -0.88572 -5.04299 -4.76334  0.00
O -1.51149 -5.42764 -3.79710  0.00
O -0.53160 -5.71850 -5.69895  0.00
N 1.67415 -1.31254 -6.72725  0.00
O 2.02106 -0.15424 -6.60508  0.00
O 2.04149 -2.07603 -7.58648  0.00
H 0.60572 0.05268 -4.72292  0.00
H 0.72896 -3.83244 -6.53549  0.00
H -1.61649 -3.20677 -3.00810  0.00
C 1.88693 5.58358 -2.52500  0.00
N 0.74697 4.67261 -2.19452  0.00
C 0.41741 3.80820 -3.37170  0.01
C 0.93103 3.86177 -0.90692  0.03
C 1.65553 2.56646 -1.13711  0.06
C 2.99641 2.62016 -1.52115  0.00
C 3.68127 1.47441 -1.88946  0.02
C 3.01966 0.25811 -1.83176  -0.01
C 1.72348 0.20852 -1.33935  -0.18
C 0.97042 1.34037 -0.97713  -0.12
H 1.59659 6.18758 -3.38152  0.00
H 2.74997 4.98059 -2.78075  0.00
H 2.09471 6.21840 -1.66763  0.00
H -0.04903 5.28466 -2.01927  0.00
H 1.34956 3.46461 -3.81132  0.00
H -0.12935 4.41062 -4.09402  0.00
H -0.14732 2.94268 -3.03974  0.01
H -0.07968 3.66036 -0.55131  0.00
H 1.42705 4.53774 -0.20895  0.00
H 3.52977 3.56293 -1.51937  0.00
H 4.71631 1.53091 -2.19755  0.00
H 3.52757 -0.65303 -2.12262  0.00
H 1.27839 -0.77275 -1.23757  0.30

Forces on atoms 1 to 2 (eV/Å):
-0.073 0.039 -0.618
-0.027 -0.023 0.026